[1]
Below is a structure of composition C2Br2N2O4, with properties calculated with ωB97M-V/def2-TZVPD.

Computed properties:
E_LUMO (spin up / spin down) = -2.943 / -2.943 eV
E_HOMO (spin up / spin down) = -10.27 / -10.27 eV
energy above the lowest of the compared OMol25 structures with the same formula, charge and spin = 6.996 eV
net charge = 0
orbital gap (spin up / spin down) = 7.32 / 7.32 eV

Cartesian coordinates (Å):
C (1.71, -1.43, -0.12)
C (-0.67, 1.02, 0.41)
N (2.77, -1.86, 0.47)
N (-0.71, 1.00, -0.81)
O (0.54, -1.51, -0.23)
O (-0.03, 1.14, -1.82)
O (3.92, -2.23, 0.36)
O (-0.90, 0.65, 1.50)
Br (2.62, 0.54, 0.04)
Br (-1.42, 3.13, -0.09)


[2]
Below is a structure of composition C39H55CrFN2O5, with properties calculated with ωB97M-V/def2-TZVPD.

Computed properties:
E_LUMO (spin up / spin down) = 4.207 / 4.206 eV
E_HOMO (spin up / spin down) = -1.02 / -1.01 eV
energy above the lowest of the compared OMol25 structures with the same formula, charge and spin = 1.925 eV
net charge = -2
orbital gap (spin up / spin down) = 5.22 / 5.22 eV
multiplicity = 5

Cartesian coordinates (Å):
Cr (1.92, 0.53, -1.32)
C (-3.73, 3.55, 1.94)
C (-2.66, 2.97, 2.94)
C (-3.29, 1.76, 3.72)
C (-2.38, 4.05, 4.07)
C (-1.37, 2.58, 2.22)
C (-1.35, 1.65, 1.14)
C (-0.21, 1.39, 0.46)
N (0.04, 0.61, -0.77)
C (-0.79, -0.33, -1.29)
C (-2.05, -0.82, -0.88)
C (-2.74, -1.79, -1.54)
C (-2.19, -2.25, -2.78)
C (-0.96, -1.86, -3.30)
C (-0.23, -0.91, -2.52)
O (0.95, -0.45, -2.83)
C (-0.38, -2.43, -4.62)
C (0.84, -3.36, -4.31)
C (-1.44, -3.24, -5.33)
C (0.09, -1.30, -5.49)
C (-4.06, -2.28, -1.02)
C (-5.17, -2.42, -2.11)
C (-4.70, -1.45, 0.07)
C (-3.80, -3.75, -0.48)
C (0.96, 2.03, 0.87)
O (2.10, 1.78, 0.21)
C (1.00, 3.02, 1.85)
C (-0.21, 3.25, 2.53)
C (2.25, 3.83, 2.18)
C (2.70, 4.59, 0.95)
C (3.30, 2.96, 2.78)
C (1.96, 4.90, 3.27)
H (-4.66, 3.80, 2.46)
H (-3.94, 2.81, 1.17)
H (-3.21, 4.42, 1.55)
H (-4.36, 1.94, 3.92)
H (-2.67, 1.38, 4.59)
H (-3.33, 0.90, 3.02)
H (-3.27, 4.39, 4.63)
H (-2.01, 4.95, 3.53)
H (-1.54, 3.75, 4.67)
H (-2.29, 1.34, 0.72)
H (-2.36, -0.45, 0.05)
H (-2.75, -3.01, -3.35)
H (0.52, -4.28, -3.86)
H (1.56, -2.80, -3.67)
H (1.42, -3.69, -5.21)
H (-1.78, -4.09, -4.77)
H (-0.91, -3.59, -6.28)
H (-2.38, -2.70, -5.62)
H (1.00, -0.84, -5.15)
H (-0.65, -0.55, -5.47)
H (0.24, -1.63, -6.56)
H (-5.43, -1.46, -2.53)
H (-6.06, -2.89, -1.72)
H (-4.72, -3.03, -2.93)
H (-5.05, -0.46, -0.30)
H (-4.06, -1.23, 0.90)
H (-5.47, -2.10, 0.44)
H (-3.54, -4.46, -1.28)
H (-4.76, -4.03, -0.10)
H (-3.03, -3.76, 0.33)
H (-0.19, 3.99, 3.37)
H (2.75, 3.93, 0.08)
H (3.75, 4.85, 1.06)
H (2.04, 5.41, 0.74)
H (3.60, 2.02, 2.35)
H (2.88, 2.81, 3.82)
H (4.20, 3.57, 2.90)
H (1.16, 5.45, 2.79)
H (2.89, 5.41, 3.44)
H (1.59, 4.46, 4.17)
C (3.96, -2.55, -2.11)
C (4.32, -1.47, -1.06)
C (5.44, -0.57, -1.64)
C (4.78, -2.06, 0.27)
O (3.19, -0.73, -0.66)
H (4.58, -3.48, -2.10)
H (3.98, -2.12, -3.12)
H (2.86, -2.90, -1.98)
H (6.46, -1.07, -1.59)
H (5.58, 0.33, -1.04)
H (5.17, -0.38, -2.67)
H (5.85, -2.36, 0.22)
H (4.03, -2.80, 0.56)
H (4.69, -1.29, 1.03)
F (0.89, 0.23, 5.44)
C (0.71, -0.37, 4.23)
C (-0.58, -0.98, 4.07)
C (-0.80, -1.74, 2.97)
C (0.20, -1.84, 1.99)
C (0.07, -2.74, 0.91)
C (1.35, -1.08, 2.07)
C (1.62, -0.29, 3.22)
H (-1.30, -0.91, 4.89)
H (-1.77, -2.21, 2.82)
H (0.84, -2.70, 0.13)
H (-0.76, -3.40, 0.80)
H (2.01, -1.13, 1.20)
H (2.51, 0.31, 3.34)
O (3.95, 2.10, -4.44)
N (3.58, 1.22, -3.63)
O (2.99, 1.64, -2.63)


[3]
Below is a structure of composition C31H28CeN6O4S2, with properties calculated with ωB97M-V/def2-TZVPD.

Computed properties:
E_LUMO (spin up / spin down) = -7.454 / -7.454 eV
E_HOMO (spin up / spin down) = -13.69 / -13.69 eV
energy above the lowest of the compared OMol25 structures with the same formula, charge and spin = 0.171 eV
net charge = +2
orbital gap (spin up / spin down) = 6.24 / 6.24 eV

Cartesian coordinates (Å):
Ce (0.98, -1.18, 0.62)
C (0.23, 1.38, 4.56)
C (-1.05, 1.03, 5.00)
C (-1.67, -0.01, 4.37)
C (-1.03, -0.71, 3.37)
N (0.18, -0.30, 2.88)
C (0.82, 0.75, 3.45)
C (-1.52, -1.98, 2.75)
C (-2.75, -2.49, 3.05)
C (-3.04, -3.77, 2.65)
C (-2.09, -4.50, 1.91)
C (-0.93, -3.86, 1.55)
N (-0.64, -2.59, 1.94)
C (0.16, -4.48, 0.79)
C (0.16, -5.88, 0.59)
C (1.27, -6.41, -0.07)
C (2.24, -5.57, -0.56)
C (2.12, -4.22, -0.38)
N (1.15, -3.67, 0.36)
H (0.82, 2.16, 5.09)
H (-1.46, 1.54, 5.83)
H (-2.59, -0.48, 4.70)
H (1.79, 1.06, 3.03)
H (-3.42, -2.00, 3.71)
H (-3.97, -4.22, 2.93)
H (-2.33, -5.50, 1.60)
H (-0.63, -6.53, 1.01)
H (1.35, -7.48, -0.18)
H (3.08, -6.05, -1.02)
H (2.96, -3.59, -0.62)
C (-0.56, 1.80, -7.23)
C (0.11, 1.09, -6.07)
C (0.74, -0.14, -6.22)
C (1.21, -0.86, -5.15)
C (0.94, -0.33, -3.87)
C (0.29, 0.90, -3.67)
C (0.02, 1.67, -4.79)
S (1.35, -1.19, -2.36)
O (2.06, -2.38, -2.75)
O (0.14, -1.47, -1.52)
N (2.04, -0.24, -1.30)
C (3.43, 0.08, -1.16)
C (3.40, -0.22, 0.38)
O (3.29, -1.48, 0.58)
O (2.91, 0.63, 1.09)
H (-1.52, 1.31, -7.45)
H (-0.04, 1.73, -8.18)
H (-0.80, 2.87, -6.97)
H (0.93, -0.57, -7.18)
H (1.72, -1.79, -5.24)
H (0.08, 1.29, -2.69)
H (-0.42, 2.60, -4.61)
H (3.62, 1.11, -1.32)
H (4.11, -0.54, -1.75)
N (-3.03, 1.21, 0.50)
C (-1.91, 1.94, 0.74)
S (-0.36, 1.43, 0.28)
N (-2.11, 3.16, 1.31)
C (-1.17, 4.28, 1.52)
C (-0.57, 4.87, 0.46)
C (0.30, 5.91, 0.72)
C (0.61, 6.33, 2.02)
C (-0.03, 5.74, 3.07)
C (-0.93, 4.70, 2.83)
H (-2.96, 0.40, -0.06)
H (-3.98, 1.55, 0.65)
H (-3.05, 3.47, 1.37)
H (-0.78, 4.56, -0.54)
H (0.77, 6.43, -0.11)
H (1.30, 7.19, 2.12)
H (0.22, 6.14, 4.05)
H (-1.54, 4.33, 3.63)


[4]
Below is the molecule C9H10N2O3, with properties calculated with ωB97M-V/def2-TZVPD.

Computed properties:
E_LUMO = 0.461 eV
E_HOMO = -9.37 eV
energy above the lowest of the compared OMol25 structures with the same formula, charge and spin = 1.477 eV
net charge = 0
orbital gap = 9.83 eV

Cartesian coordinates (Å):
O (-3.44, 0.41, -0.64)
C (-2.37, 0.06, -0.24)
N (-2.07, -1.22, 0.29)
C (-0.79, -1.55, 0.68)
C (0.21, -2.14, -0.39)
C (1.45, -1.28, -0.44)
O (2.40, -1.55, -1.15)
N (1.15, -0.17, 0.28)
C (1.86, 1.09, 0.22)
C (0.97, 2.16, -0.71)
C (-0.48, 1.79, -0.84)
C (-1.11, 0.80, -0.17)
C (-0.16, -0.11, 0.77)
O (-0.31, 0.45, 2.02)
H (-2.95, -1.70, 0.23)
H (-0.63, -2.00, 1.72)
H (-0.35, -1.86, -1.43)
H (0.47, -3.17, -0.36)
H (2.84, 1.04, -0.20)
H (1.92, 1.52, 1.29)
H (1.43, 2.00, -1.75)
H (0.99, 3.18, -0.40)
H (-1.00, 2.36, -1.57)
H (-0.03, -0.10, 2.77)


[5]
Below is a structure of composition C30H43BrCaN2P2, with properties calculated with ωB97M-V/def2-TZVPD.

Computed properties:
E_LUMO (spin up / spin down) = -7.309 / -8.959 eV
E_HOMO (spin up / spin down) = -13.93 / -13.73 eV
net charge = +2
orbital gap (spin up / spin down) = 6.62 / 4.77 eV

Cartesian coordinates (Å):
C (2.76, 4.45, -0.73)
C (1.72, 3.88, -1.49)
C (1.91, 3.75, -2.89)
C (3.16, 4.07, -3.43)
N (4.15, 4.54, -2.67)
C (3.98, 4.74, -1.37)
C (0.51, 3.43, -0.85)
C (-0.49, 3.03, -0.27)
C (-1.73, 2.66, 0.38)
C (-2.02, 1.29, 0.54)
C (-3.32, 0.86, 0.93)
C (-4.12, 1.87, 1.35)
C (-3.96, 3.21, 1.24)
C (-2.67, 3.62, 0.78)
Ca (-3.54, 1.56, 3.75)
P (1.67, -0.12, 0.44)
H (1.12, 3.38, -3.54)
H (2.64, 4.65, 0.33)
H (3.35, 3.93, -4.50)
H (4.83, 5.13, -0.80)
H (-2.42, 4.68, 0.70)
H (-1.23, 0.57, 0.28)
H (-4.74, 3.94, 1.45)
H (-3.62, -0.18, 0.85)
C (2.34, -1.84, 0.69)
C (3.39, -2.38, -0.27)
H (1.44, -2.48, 0.64)
H (2.71, -1.88, 1.72)
H (3.63, -3.41, 0.02)
H (3.05, -2.41, -1.31)
H (4.34, -1.82, -0.22)
C (1.83, 0.22, -1.37)
C (3.20, 0.58, -1.93)
H (1.13, 1.06, -1.55)
H (1.41, -0.65, -1.91)
H (3.10, 0.82, -3.00)
H (3.62, 1.47, -1.45)
H (3.92, -0.24, -1.85)
C (2.94, 0.98, 1.21)
C (4.39, 0.51, 1.26)
H (2.57, 1.13, 2.24)
H (2.86, 1.96, 0.70)
H (4.97, 1.23, 1.84)
H (4.49, -0.46, 1.75)
H (4.85, 0.45, 0.27)
Br (-4.18, 1.95, 6.26)
P (-1.33, -1.60, -1.26)
C (-0.40, -2.64, -2.48)
C (-1.03, -3.94, -2.95)
H (0.56, -2.85, -1.97)
H (-0.16, -1.99, -3.34)
H (-0.33, -4.45, -3.61)
H (-1.25, -4.62, -2.12)
H (-1.95, -3.77, -3.52)
C (-2.39, -2.80, -0.34)
C (-3.80, -3.09, -0.86)
H (-2.45, -2.39, 0.69)
H (-1.82, -3.74, -0.26)
H (-4.29, -3.79, -0.16)
H (-4.42, -2.19, -0.90)
H (-3.80, -3.57, -1.84)
C (-2.51, -0.62, -2.30)
C (-2.93, -1.20, -3.65)
H (-1.99, 0.34, -2.46)
H (-3.39, -0.39, -1.69)
H (-3.56, -0.46, -4.16)
H (-2.07, -1.39, -4.30)
H (-3.52, -2.11, -3.55)
C (-0.64, -2.36, 5.24)
C (-1.00, -1.32, 6.10)
C (-1.44, -0.12, 5.54)
N (-1.69, 0.01, 4.21)
C (-1.20, -0.94, 3.37)
C (-0.71, -2.16, 3.86)
H (-0.28, -3.31, 5.64)
H (-0.95, -1.42, 7.19)
H (-1.64, 0.76, 6.15)
H (-1.17, -0.70, 2.31)
H (-0.38, -2.92, 3.15)


[6]
Below is a structure of composition C4H9N3O, with properties calculated with ωB97M-V/def2-TZVPD.

Computed properties:
E_LUMO = 0.978 eV
E_HOMO = -7.09 eV
energy above the lowest of the compared OMol25 structures with the same formula, charge and spin = 3.817 eV
net charge = 0
orbital gap = 8.06 eV

Cartesian coordinates (Å):
C (0.48, 0.68, 1.48)
C (1.10, -0.46, 0.74)
N (-1.81, -0.10, 0.26)
N (-1.29, 0.00, 1.54)
C (-0.93, -0.28, -0.76)
C (0.42, -0.35, -0.60)
N (1.20, -0.26, -1.79)
O (-1.51, -0.15, -2.00)
H (-0.83, -0.42, -2.64)
H (-2.61, 0.48, 0.01)
H (-1.95, 0.55, 2.09)
H (1.56, 0.66, -1.98)
H (1.96, -0.93, -1.81)
H (0.63, 1.66, 1.03)
H (0.52, 0.69, 2.56)
H (2.19, -0.38, 0.63)
H (0.87, -1.40, 1.24)


| no. | molecular weight (g/mol) |
| --- | --- |
| 1 | 275.840 |
| 2 | 702.872 |
| 3 | 752.853 |
| 4 | 194.190 |
| 5 | 613.618 |
| 6 | 115.136 |